191
Properties=species:S:1:pos:R:3:lowdin_spin:R:1 method="wB97M-V/def2-TZVPD" charge=+1 e_homo_ev="-9.70 / -9.70" spin_multiplicity=2 e_lumo_ev="-2.14 / -6.04" orbital_gap_ev="7.55 / 3.66" e_above_lowest_kcal_mol=0.0
C -4.310 6.968 -4.110 0.00
C -4.327 6.025 -5.331 0.00
C -4.637 7.077 -6.469 0.00
C -4.277 6.502 -7.805 0.00
C -2.812 6.129 -7.863 0.00
C -2.461 5.054 -6.789 0.00
N -2.965 5.500 -5.456 0.00
O -2.644 4.660 -4.448 0.00
C -3.065 3.660 -7.232 0.00
C -0.952 5.094 -6.765 0.00
C -5.400 4.961 -5.334 0.00
H -5.187 7.615 -4.106 0.00
H -3.452 7.640 -4.080 0.00
H -4.157 6.461 -3.158 0.00
H -5.699 7.320 -6.468 0.00
H -4.183 8.050 -6.280 0.00
H -4.481 7.254 -8.567 0.00
H -4.861 5.609 -8.029 0.00
H -2.259 7.061 -7.753 0.00
H -2.541 5.745 -8.846 0.00
H -2.876 3.614 -8.304 0.00
H -2.703 2.773 -6.712 0.00
H -4.146 3.718 -7.100 0.00
H -0.575 4.153 -6.365 0.00
H -0.510 5.030 -7.759 0.00
H -0.591 5.919 -6.151 0.00
H -5.755 4.868 -6.361 0.00
H -6.324 5.235 -4.825 0.00
H -5.037 3.936 -5.259 0.00
H -3.305 3.969 -4.541 0.00
C -15.869 3.223 0.531 0.00
C -16.411 2.967 -0.888 0.00
C -15.405 3.524 -1.938 0.00
C -14.206 2.561 -2.226 0.00
C -14.648 1.196 -2.477 0.00
C -15.428 0.648 -1.281 0.00
N -16.603 1.533 -1.086 0.00
O -17.511 1.016 -0.197 0.00
C -16.084 -0.695 -1.804 0.00
C -14.486 0.329 -0.061 0.00
C -17.760 3.735 -1.177 0.00
H -14.834 2.964 0.758 0.00
H -16.458 2.612 1.215 0.00
H -15.983 4.255 0.862 0.00
H -15.718 3.738 -2.960 0.00
H -14.953 4.473 -1.650 0.00
H -13.405 2.660 -1.493 0.00
H -13.834 2.947 -3.175 0.00
H -13.788 0.577 -2.734 0.00
H -15.323 1.163 -3.333 0.00
H -16.340 -0.491 -2.844 0.00
H -15.384 -1.526 -1.714 0.00
H -16.996 -0.945 -1.263 0.00
H -13.744 1.110 0.107 0.00
H -15.085 0.413 0.845 0.00
H -13.989 -0.641 -0.084 0.00
H -18.601 3.199 -0.737 0.00
H -17.950 3.933 -2.231 0.00
H -17.721 4.752 -0.788 0.00
H -18.374 0.980 -0.615 0.00
C -11.605 5.167 -0.249 0.01
C -11.189 6.486 -1.010 0.04
C -11.276 7.700 -0.081 0.00
C -10.523 8.975 -0.551 0.00
C -9.015 8.654 -0.921 0.00
C -8.864 7.531 -1.955 0.04
N -9.720 6.335 -1.498 0.65
O -9.524 5.272 -2.259 0.14
C -9.049 7.960 -3.436 0.03
C -7.402 7.067 -1.752 0.02
C -12.107 6.669 -2.217 0.04
H -11.009 5.154 0.663 0.00
H -11.365 4.290 -0.850 0.00
H -12.669 5.303 -0.055 0.00
H -12.288 8.082 0.051 0.00
H -10.835 7.468 0.888 0.00
H -10.619 9.615 0.326 0.00
H -11.101 9.407 -1.368 0.00
H -8.420 8.298 -0.080 0.00
H -8.593 9.533 -1.409 0.00
H -9.321 9.003 -3.274 0.00
H -8.147 7.836 -4.035 0.00
H -9.860 7.373 -3.867 0.00
H -6.836 7.998 -1.781 0.00
H -7.310 6.538 -0.803 0.00
H -7.196 6.505 -2.663 0.00
H -11.959 7.467 -2.945 0.00
H -13.111 6.551 -1.811 0.01
H -12.084 5.811 -2.888 0.00
H -8.999 4.650 -1.750 0.02
C -14.120 8.788 2.203 0.00
C -14.494 7.300 1.935 0.00
C -13.878 6.297 2.882 0.00
O -14.460 4.983 2.475 0.00
C -14.204 3.951 3.479 0.00
N -15.923 7.293 2.070 0.00
H -13.045 8.931 2.092 0.00
H -14.407 9.060 3.219 0.00
H -14.635 9.566 1.640 0.00
H -14.280 6.999 0.910 0.00
H -14.160 6.518 3.911 0.00
H -12.792 6.310 2.781 0.00
H -13.123 3.837 3.556 0.00
H -14.552 3.008 3.057 0.00
H -14.510 4.143 4.507 0.00
H -16.522 7.617 1.324 0.00
H -15.975 6.286 2.124 0.00
C -5.317 10.514 -8.248 0.00
C -6.810 10.696 -8.536 0.00
C -7.494 11.684 -7.495 0.00
O -7.250 11.341 -6.119 0.00
C -7.959 10.177 -5.699 0.00
N -7.001 10.991 -9.913 0.00
H -5.230 10.026 -7.278 0.00
H -4.698 11.406 -8.153 0.00
H -4.794 9.855 -8.941 0.00
H -7.179 9.684 -8.369 0.00
H -8.577 11.711 -7.612 0.00
H -7.049 12.668 -7.640 0.00
H -8.124 10.235 -4.623 0.00
H -7.411 9.255 -5.893 0.00
H -8.953 10.130 -6.144 0.00
H -6.519 10.354 -10.532 0.00
H -6.646 11.924 -10.067 0.00
C -15.626 9.612 -5.957 0.00
C -14.336 10.051 -6.581 0.00
C -13.339 8.929 -6.738 0.00
O -12.007 9.390 -6.975 0.00
C -11.098 8.374 -6.960 0.00
N -14.605 10.918 -7.790 0.00
H -16.256 8.954 -6.555 0.00
H -16.240 10.493 -5.771 0.00
H -15.466 9.083 -5.018 0.00
H -13.755 10.633 -5.865 0.00
H -13.623 8.191 -7.489 0.00
H -13.232 8.444 -5.768 0.00
H -10.795 8.137 -5.940 0.00
H -10.153 8.654 -7.424 0.00
H -11.364 7.556 -7.629 0.00
H -15.240 10.368 -8.350 0.00
H -13.732 10.999 -8.291 0.00
C -9.137 3.612 1.896 0.00
C -8.287 2.556 1.228 0.00
C -7.890 2.791 -0.211 0.00
O -9.092 2.863 -1.013 0.00
C -9.544 1.558 -1.542 0.00
N -7.014 2.563 1.990 0.00
H -10.078 3.535 1.351 0.00
H -8.756 4.613 1.691 0.00
H -9.259 3.561 2.978 0.00
H -8.921 1.670 1.232 0.00
H -7.196 2.162 -0.769 0.00
H -7.386 3.745 -0.361 0.00
H -8.835 1.163 -2.270 0.00
H -10.514 1.608 -2.037 0.00
H -9.563 0.774 -0.785 0.00
H -6.237 2.134 1.508 0.00
H -6.833 3.554 2.061 0.00
C -4.400 4.359 -0.204 0.00
C -4.208 4.703 1.308 0.00
C -2.987 5.547 1.789 0.00
O -2.943 5.666 3.234 0.00
C -2.104 6.675 3.562 0.00
N -5.479 5.159 1.852 0.00
H -5.153 3.603 -0.425 0.00
H -3.514 3.941 -0.682 0.00
H -4.734 5.253 -0.730 0.00
H -4.087 3.746 1.816 0.00
H -3.023 6.485 1.236 0.00
H -2.101 5.003 1.463 0.00
H -1.036 6.484 3.454 0.00
H -2.231 6.788 4.639 0.00
H -2.197 7.668 3.121 0.00
H -5.861 5.990 1.423 0.00
H -5.389 5.405 2.828 0.00
C -16.139 8.870 -1.598 0.00
O -16.960 8.382 -0.844 0.00
N -16.420 9.901 -2.329 0.00
N -14.886 8.480 -1.801 0.00
H -15.709 10.300 -2.926 0.00
H -17.253 10.398 -2.047 0.00
H -14.185 9.138 -2.110 0.00
H -14.648 7.597 -1.373 0.00
C -12.220 10.824 -3.402 0.00
O -13.424 10.625 -3.495 0.00
N -11.317 10.306 -4.219 0.00
N -11.639 11.644 -2.594 0.00
H -10.357 10.571 -4.050 0.00
H -11.653 10.033 -5.132 0.00
H -12.198 12.204 -1.966 0.00
H -10.659 11.858 -2.710 0.00